No. 1
{
  "formula": "C33H78BrN3O7PS",
  "method": "the ωB97M-V functional and the def2-TZVPD basis",
  "species": ["H", "H", "O", "H", "C", "C", "C", "H", "H", "H", "H", "C", "C", "H", "H", "H", "H", "C", "C", "H", "H", "N", "O", "P", "H", "H", "C", "C", "H", "H", "H", "O", "C", "C", "H", "H", "C", "O", "H", "H", "H", "C", "H", "H", "H", "H", "H", "H", "C", "H", "H", "C", "H", "H", "H", "H", "H", "H", "H", "C", "C", "H", "H", "H", "H", "C", "H", "H", "O", "H", "N", "H", "H", "H", "C", "H", "O", "C", "H", "H", "H", "H", "H", "H", "C", "H", "S", "H", "C", "H", "H", "C", "C", "H", "C", "H", "H", "H", "C", "H", "H", "H", "C", "H", "H", "H", "C", "C", "H", "C", "H", "H", "H", "H", "Br", "H", "N", "O", "H", "C", "C", "C", "H", "H"],
  "positions_angstrom": [[6.89253, -4.32646, 9.46999], [-3.60137, 6.00693, 0.33155], [-5.69132, -1.90929, -5.18018], [-4.38680, -3.56910, -1.69714], [5.73798, 2.62030, 5.17664], [0.32039, -0.00462, -0.75930], [-2.07770, 6.51002, 1.76834], [7.77323, 2.18572, 5.51418], [-9.80887, -4.44706, -2.45442], [0.53729, -2.10495, -5.12799], [-0.35268, 0.36722, -1.53488], [4.49267, 1.29265, 3.53176], [0.35543, 2.80730, 1.91707], [-5.44037, -2.51089, -0.73957], [1.34755, -0.14462, -5.98297], [-0.49854, -1.01868, -4.22949], [-0.36693, 1.18013, -4.41485], [1.08780, -1.89035, -3.04041], [-0.46018, -2.57105, 4.99111], [-0.97414, -0.24727, 3.94450], [-9.87573, -2.77431, -4.27360], [4.45297, 2.04916, 4.69386], [-0.63018, -0.84522, 3.27306], [4.59863, -1.10708, 5.11726], [1.05939, 2.05077, -5.00890], [-4.58710, -0.52790, -2.00517], [2.70050, 3.69430, 2.18900], [-9.47308, -5.12623, -3.24171], [3.74927, 2.77474, 4.62532], [-8.82382, -5.87864, -2.79199], [1.09574, -1.21772, 4.34967], [7.86228, -2.86129, 8.38057], [7.91043, -4.03613, 9.18787], [8.61087, -5.18058, 8.47989], [-0.99117, -2.03485, -2.44788], [-8.42927, -5.03973, -5.12583], [-1.75142, 3.51466, -7.22744], [-2.81621, 3.74168, -6.30646], [2.52572, 4.49227, 2.90588], [-1.62218, 7.40400, 2.20558], [6.10678, 3.41968, 4.53013], [0.03406, 0.70283, 0.55854], [-0.77114, -1.73402, -0.07625], [-5.71408, -2.71607, -2.47954], [-3.92476, 7.49728, 1.23419], [-7.47469, -0.94757, -5.29109], [-0.31945, 2.70635, -0.16863], [4.63543, 3.57103, 1.22532], [-6.65036, -1.18323, -5.96131], [0.19735, 3.87757, 1.84422], [2.07893, 1.59663, 2.07859], [4.41506, -0.07030, 1.16891], [-10.35575, -5.62163, -3.64638], [-4.95740, -2.12711, -5.76555], [0.62581, -2.42152, 3.13468], [4.78609, 3.85117, 2.92754], [-7.58433, -2.92931, -6.78872], [9.62563, -4.89191, 8.20539], [-6.31132, -2.25599, -7.80577], [0.12506, -1.51332, -0.66091], [1.32714, -0.10684, -4.89526], [0.21916, -3.28465, 5.45949], [-1.81276, 4.30066, -7.97781], [3.62798, -2.08930, 4.86595], [-1.29900, -3.11742, 4.56138], [-7.13852, -1.99906, -7.13871], [-4.03452, -1.67696, -3.93200], [-2.71353, 7.47705, -0.05507], [-9.59015, -3.39171, -4.95346], [-3.24537, -1.39417, -1.23960], [4.36515, 1.23200, 1.15344], [2.35523, -0.16431, -4.53962], [-0.79392, 3.61544, -6.70454], [-0.41494, 2.33693, 2.52136], [4.53692, -0.12329, 3.57549], [0.58412, 0.18942, 1.34719], [-3.35594, -1.62516, -3.24798], [0.35672, 2.18818, 0.50768], [8.08348, -5.44575, 7.56015], [1.82919, -1.20464, -2.63330], [1.37404, 2.27555, 0.11059], [6.72642, 1.05223, 6.31178], [4.03411, -0.27954, 6.09529], [4.48379, -1.87637, 2.33140], [-4.94836, -2.63400, -1.70615], [-7.85707, -3.86924, -3.93055], [6.30746, -1.91637, 5.50953], [0.95111, -1.97497, -0.11018], [1.75375, 2.53549, 2.51810], [-0.66255, 6.21225, 0.46093], [-0.85803, -1.91449, 5.76810], [-8.74804, -4.36317, -4.33434], [0.53607, -1.32540, -4.36988], [7.01705, 0.94393, 4.55643], [-0.01583, -2.22312, -2.00999], [1.06208, 1.40385, -3.39020], [-1.82714, 1.35893, -7.11931], [-2.76888, 3.05987, -5.62984], [6.85313, 1.61699, 5.39414], [5.51298, 3.08090, 6.13448], [0.03841, -3.29242, -1.80284], [-2.50672, 5.91741, 2.57455], [4.20636, 3.31708, 2.18709], [2.45472, 4.07443, 1.20201], [1.65925, 2.43382, 3.60194], [-1.02490, 0.56176, 0.77702], [0.24540, -1.76514, 3.91731], [4.48267, -0.79501, 2.37187], [-7.88448, -1.44845, -7.71162], [-3.14520, 6.89751, 0.76405], [7.37965, -3.07470, 7.57516], [8.44612, -3.76233, 10.09504], [1.34471, 0.19689, -1.08023], [8.65830, -6.06565, 9.11539], [4.34126, -0.98122, -0.45044], [-2.82338, 2.05479, -8.39323], [4.39295, 1.85979, 2.32546], [-1.05867, 5.70055, 1.17322], [1.61773, -2.80969, -3.28517], [-1.86840, 2.14726, -7.87575], [-4.02361, -1.46752, -2.00079], [0.71947, 1.20961, -4.40602], [-1.06302, 1.98065, -8.59277], [-6.20345, -0.24305, -6.29908]],
  "forces_ev_per_angstrom": [[0.0342, -0.0440, 0.0865], [-0.0279, -0.0070, 0.0365], [0.1623, 0.0449, 0.0761], [0.0196, 0.0090, 0.0398], [0.2495, 0.0457, 0.4100], [-0.1884, -0.3325, 0.1167], [0.0336, 0.1197, -0.1909], [0.0894, 0.0195, 0.0038], [0.0583, -0.0072, 0.0356], [-0.0560, -0.1340, -0.0250], [0.0435, 0.1833, -0.0977], [-0.1913, -0.6437, -0.0625], [0.7794, -0.2393, -0.5746], [-0.0036, 0.0059, -0.0045], [0.0305, 0.1359, -0.0924], [-0.1610, -0.0553, -0.0351], [-0.1229, 0.0293, -0.0317], [-0.5455, -0.2397, -0.3515], [-0.0386, 0.0242, -0.0333], [-0.1013, -0.0204, -0.0073], [-0.0475, 0.0070, 0.0013], [0.1036, 0.1304, -0.1473], [0.1764, -0.0870, 0.0824], [0.6119, -0.7501, 0.4278], [-0.0417, 0.0772, -0.0654], [0.0119, 0.0124, 0.1042], [0.1759, -0.5106, 0.0761], [-0.0707, 0.0107, -0.0599], [-0.0181, 0.0270, 0.0264], [0.0066, 0.0124, 0.0125], [0.0799, -0.0560, 0.0007], [0.0651, 0.0023, 0.0938], [-0.0822, -0.0419, -0.2090], [0.0402, 0.0647, -0.0348], [-0.1826, 0.1136, -0.0043], [-0.0042, 0.0340, -0.0550], [-0.0774, -0.2619, 0.2165], [0.0181, 0.1427, -0.0994], [0.0193, 0.1730, -0.0347], [-0.0565, -0.0080, 0.0768], [-0.1691, -0.0107, -0.2605], [-0.1132, -0.0724, -0.7219], [-0.0612, 0.0712, 0.1014], [-0.0217, 0.0439, 0.0121], [0.0083, 0.0187, -0.0030], [0.0281, -0.0282, 0.0687], [-0.0620, 0.0428, -0.0594], [0.1068, -0.1371, -0.0882], [0.0885, 0.0197, -0.1455], [-0.3078, 0.1153, 0.2563], [0.1221, -0.1765, 0.2099], [-0.0379, -0.0084, 0.2831], [0.0224, -0.0311, -0.0176], [-0.0972, -0.1323, -0.1112], [-0.0012, 0.0318, -0.0625], [0.0295, -0.2080, 0.2915], [-0.0934, 0.0450, 0.0046], [0.0153, -0.0044, 0.0423], [0.0019, 0.0948, -0.0310], [-0.1368, -0.1744, -0.1942], [-0.5691, -0.2465, 0.1074], [-0.0012, -0.0006, 0.0143], [-0.0544, 0.0611, 0.0488], [-0.3242, 0.3170, -0.1171], [0.0307, -0.0308, -0.0240], [0.0582, -0.1666, 0.0538], [-0.1870, 0.0694, 0.0763], [-0.0137, 0.0630, 0.0351], [0.0849, -0.0675, -0.0744], [0.0451, 0.0357, -0.0240], [-0.0958, -0.0078, 0.0916], [0.1923, -0.0653, -0.1813], [0.0639, 0.0130, -0.1165], [-0.1801, 0.1230, 0.0882], [-0.1582, 0.0591, -0.7329], [0.0564, 0.0818, 0.2124], [0.2099, 0.0218, 0.0715], [0.0590, -0.2029, 0.4931], [-0.0387, -0.0457, 0.0331], [0.0168, 0.1337, 0.1255], [-0.0062, 0.2572, -0.2669], [-0.1405, -0.2679, -0.0581], [-0.1546, 0.1195, -0.1800], [0.0045, -0.0478, 0.0338], [0.0238, -0.0523, -0.0089], [0.0660, -0.0868, -0.0373], [-0.0522, 0.2343, -0.2454], [0.1455, 0.1136, 0.0975], [-0.8418, 0.5420, 0.1888], [-0.0301, -0.0079, -0.0467], [0.0551, -0.0057, 0.0332], [-0.0749, 0.1609, 0.1897], [0.5404, 0.3917, 0.1403], [-0.0490, -0.1166, -0.0552], [0.6546, -0.2216, 0.1674], [-0.2198, 0.0594, 0.1750], [0.0834, -0.0062, -0.0052], [-0.0211, -0.0116, 0.0160], [0.1132, 0.2708, 0.0769], [-0.1278, 0.1038, 0.0316], [-0.2391, -0.1079, -0.0290], [0.0578, -0.0476, 0.0162], [-0.3195, 0.4616, -0.4698], [-0.0300, 0.0716, -0.0945], [0.1930, -0.2371, 0.0975], [-0.0527, 0.0021, 0.2599], [-0.1881, 0.1193, 0.1057], [0.1184, -0.0101, 0.5784], [0.0018, 0.0044, -0.0041], [0.0304, -0.0975, -0.0430], [-0.0165, 0.0123, 0.0663], [-0.0081, 0.0617, 0.0052], [0.0399, 0.1861, -0.0848], [-0.0145, -0.0074, -0.0083], [-0.0154, 0.0922, -0.0883], [0.0120, 0.0378, -0.0378], [0.5697, 0.4166, 0.0321], [0.0044, 0.0240, 0.0813], [0.2256, -0.0246, 0.1031], [-0.0104, 0.0190, -0.0069], [-0.1502, -0.0598, -0.2007], [0.5758, 0.0069, -0.0314], [0.0050, -0.0231, 0.0151], [-0.0662, 0.0401, 0.0282]],
  "mulliken_charge": [0.250, 0.290, -0.508, 0.295, -0.284, -0.318, -0.243, 0.432, 0.342, 0.445, 0.148, -0.537, -0.848, 0.372, 0.363, 0.193, 0.252, -0.392, -1.333, 0.274, 0.301, -0.018, -0.430, 0.308, 0.362, 0.300, -0.465, -1.213, 0.348, 0.351, -0.052, -0.450, -0.203, -0.976, -0.178, 0.291, -0.188, -0.518, 0.447, 0.268, 0.271, -0.071, 0.464, -0.062, 0.354, 0.260, 0.634, 0.525, -0.357, 0.136, -0.402, -0.153, 0.302, 0.249, 0.290, 0.032, 0.161, 0.263, 0.392, -0.800, -0.705, 0.377, 0.319, 0.132, 0.316, -0.963, 0.333, 0.331, -0.521, 0.113, -0.935, 0.376, 0.180, 0.499, 0.589, -0.155, -0.441, -1.032, 0.302, 0.109, 0.309, 0.269, 0.138, 0.568, -0.807, -0.140, -0.290, 0.229, 0.263, 0.249, 0.365, 0.282, -0.590, 0.273, -0.371, 0.041, 0.150, 0.287, -1.167, 0.473, 0.392, 0.285, -1.148, 0.448, 0.345, 0.518, 0.220, -0.429, 0.339, -1.096, 0.160, 0.274, 0.329, 0.323, -0.034, 0.296, 1.136, -0.462, 0.380, -0.831, -0.024, -0.801, 0.311, 0.345],
  "orbital_gap_ha": 0.24510,
  "homo_energy_ev": -11.4,
  "total_energy_ha": -5308.314187,
  "spin_multiplicity": 1,
  "charge": 1,
  "lumo_ev": -4.74
}

---

No. 2
{
  "formula": "C19H30N2O3",
  "method": "the ωB97M-V functional and the def2-TZVPD basis",
  "species": ["H", "H", "H", "H", "H", "H", "H", "H", "H", "H", "N", "H", "H", "C", "O", "H", "H", "H", "C", "C", "C", "C", "C", "C", "C", "C", "O", "H", "C", "C", "H", "H", "N", "O", "C", "C", "H", "H", "C", "H", "H", "H", "H", "C", "H", "H", "C", "C", "H", "H", "H", "C", "H", "C"],
  "positions_angstrom": [[-5.62739, -0.85608, -0.31458], [2.88060, 2.99063, -1.44133], [2.92801, -1.82860, 2.55989], [0.57914, 2.41263, -1.94229], [4.24178, 1.67178, 0.14235], [0.88487, 1.80378, 1.83648], [3.21524, 2.46908, 2.26408], [-2.90749, -1.53315, -1.28643], [3.12005, 3.70229, 1.00430], [4.58950, -3.06503, 1.21770], [-1.16100, -1.39465, -0.07422], [2.77164, 1.27110, -1.83370], [-0.30981, -2.21741, -1.85185], [2.75583, 2.71724, 1.30528], [0.59124, -0.04135, -2.79729], [0.95972, 3.52682, 2.18636], [4.08664, -3.63241, -1.13185], [0.78080, -1.16829, 1.56291], [-3.43591, 2.15930, -0.37843], [2.71453, -2.07992, 1.53091], [1.21493, -2.02244, -0.35287], [0.34547, -0.18646, -1.61865], [3.15590, 1.68801, 0.25241], [-5.10755, -1.58033, 0.31373], [-1.51556, -2.66463, 0.53772], [2.51323, 2.02488, -1.08889], [-4.06656, -0.95613, 1.04508], [-0.64983, -3.08244, 1.04637], [3.64699, -2.77389, 0.77856], [1.50959, -1.69936, 0.96762], [0.23038, 0.53748, 0.25863], [-5.79055, -1.97949, 1.06094], [0.42798, 0.78609, -0.69705], [-4.02406, 0.88733, -0.30544], [-3.23426, -0.10255, 0.32164], [2.15561, -2.71972, -1.10022], [-4.73052, -2.40172, -0.30379], [-0.51533, 3.07352, 0.22971], [-0.05496, -1.54550, -1.01353], [0.86618, 4.08422, -0.19859], [2.84192, 0.69096, 0.56923], [-2.53352, 2.15455, -1.00112], [-3.18146, 2.53580, 0.61976], [1.23846, 2.76476, 1.45545], [-2.59078, 0.35651, 1.09060], [-1.86789, -3.39574, -0.20580], [-2.32408, -0.79724, -0.71317], [3.36382, -3.09226, -0.53858], [-4.18060, 2.80984, -0.83305], [1.94035, -2.96114, -2.13067], [-2.30583, -2.48940, 1.26404], [0.57107, 3.08211, 0.11791], [-1.99132, -0.02893, -1.41328], [0.98478, 2.09555, -0.97297]],
  "forces_ev_per_angstrom": [[-0.0483, -0.0732, 0.0167], [0.0393, 0.0639, -0.0674], [0.0140, 0.0144, 0.0820], [0.0366, -0.0163, 0.1705], [0.0154, -0.0989, 0.0145], [-0.0533, -0.0685, 0.1214], [0.0453, 0.0831, 0.0272], [0.0555, 0.0242, -0.0493], [0.0462, 0.0868, 0.0244], [0.0763, -0.0336, 0.0347], [0.1546, -0.0268, -0.1539], [0.0028, 0.0602, -0.0868], [0.0577, 0.1625, 0.0645], [-0.0619, -0.3155, 0.1100], [0.1390, 0.0090, -0.3404], [-0.0724, -0.0868, 0.0581], [0.0592, -0.0465, -0.0505], [-0.0869, 0.0419, 0.0637], [0.0733, 0.0593, -0.0478], [0.0078, 0.0450, 0.0680], [0.1159, -0.2924, 0.1444], [-0.3691, -0.2841, 0.1616], [0.0838, 0.2953, -0.0877], [-0.0090, -0.0001, -0.0400], [0.0369, -0.0743, 0.2015], [-0.1119, -0.2254, 0.0565], [0.0610, 0.0850, 0.0594], [-0.0528, -0.0716, 0.0301], [0.0844, -0.0302, 0.0106], [0.0075, -0.1223, -0.0218], [-0.0829, -0.0980, -0.0349], [-0.0300, -0.0251, -0.0934], [-0.0550, 0.3934, 0.3215], [-0.1790, -0.4625, 0.0598], [0.3202, 0.2198, -0.0142], [-0.1281, 0.0454, 0.0240], [-0.0268, 0.0033, 0.0075], [-0.0438, 0.0620, -0.0573], [-0.0441, 0.1254, -0.1860], [-0.0137, 0.0425, -0.0248], [0.0465, -0.0549, 0.0197], [0.0093, 0.0545, 0.0122], [0.0079, 0.0068, -0.0258], [0.1193, 0.3094, -0.0995], [-0.0587, -0.0118, -0.1895], [-0.0111, -0.0034, -0.0330], [-0.3389, 0.3011, 0.2115], [0.1076, -0.0219, -0.0054], [0.0994, 0.0788, 0.0130], [-0.0397, -0.0264, -0.1192], [0.0013, -0.1258, 0.0046], [-0.0626, -0.2337, 0.0341], [-0.0910, -0.0343, 0.0353], [0.1470, 0.2915, -0.4346]],
  "nbo_charge": [0.194, 0.200, 0.213, 0.219, 0.211, 0.183, 0.207, 0.184, 0.193, 0.214, -0.454, 0.227, 0.202, -0.397, -0.624, 0.212, 0.215, 0.209, -0.246, -0.227, -0.038, 0.698, -0.408, -0.265, -0.427, -0.408, -0.535, 0.211, -0.215, -0.175, 0.412, 0.195, -0.648, -0.552, 0.390, -0.198, 0.164, 0.208, -0.154, 0.210, 0.205, 0.167, 0.167, -0.398, 0.159, 0.166, -0.277, -0.201, 0.199, 0.221, 0.226, -0.405, 0.220, -0.048],
  "orbital_gap_ha": 0.36001,
  "homo_energy_ev": -9.0,
  "total_energy_ha": -1077.219907,
  "spin_multiplicity": 1,
  "charge": 0,
  "lumo_ev": 0.79,
  "smiles": "COC(CN(C)[C@@H](C(=O)NC1CCCCC1)c1ccccc1)OC"
}